Here is a cluster of 2 separate species, C4H13N2O2 in total at a distorted geometry from the OMol25 dataset. Energies are from ωB97M-V/def2-TZVPD.

Each line ends with the Löwdin charge.
CARTESIAN COORDINATES (ANGSTROEM)
N (0.30, 0.78, -2.93)  -0.034
C (-0.01, -0.46, -2.21)  -0.272
C (-1.14, -0.30, -1.15)  -0.288
N (-0.62, -0.10, 0.14)  -0.126
C (0.17, -1.12, 0.86)  -0.208
C (0.33, -0.80, 2.41)  -0.528
O (0.39, -1.87, 3.23)  -0.383
H (0.75, 1.44, -2.33)  0.052
H (-0.49, 1.08, -3.48)  0.044
H (-0.40, -1.07, -3.06)  0.095
H (0.88, -1.02, -1.89)  0.101
H (-1.84, -1.17, -1.35)  0.098
H (-1.80, 0.56, -1.35)  0.104
H (-1.30, 0.30, 0.78)  0.078
H (1.18, -0.94, 0.40)  0.094
H (-0.11, -2.13, 0.58)  0.093
H (1.29, -0.30, 2.55)  0.067
H (-0.59, -0.10, 2.66)  0.086
H (0.70, 1.64, 2.10)  -0.006
H (1.00, 3.19, 1.82)  0.014
O (1.31, 2.38, 2.24)  -0.081

The calculation puts the HOMO energy at -2.4 eV. Its LUMO energy is 3.47 eV. The charge is -1. For the molecular weight, the calculation gives 121.160 Da. As for the energy above the lowest of the compared OMol25 structures with the same formula, charge and spin: 2.328 eV.